DFT (ωB97M-V/def2-TZVPD) results for a single C5H8N2 molecule.

```
15
C5H8N2 (ωB97M-V/def2-TZVPD)
C -2.36 -0.65 0.24
C -1.04 0.05 0.17
C -0.66 1.34 -0.28
C 0.71 1.32 -0.28
N 1.09 0.10 0.18
C 2.32 -0.64 0.01
N 0.03 -0.67 0.46
H -2.63 -1.01 -0.76
H -3.17 -0.02 0.61
H -2.24 -1.52 0.88
H -1.31 2.15 -0.59
H 1.43 2.09 -0.54
H 3.11 -0.01 -0.38
H 2.10 -1.45 -0.70
H 2.61 -1.09 0.96
```

The HOMO energy comes out at -8.955 eV. The SMILES is Cc1ccn(C)n1. As for the gap between HOMO and LUMO: 10.02 eV. The LUMO energy is 1.1 eV. As for the charge: 0.